Record 1
# C37H43CsN8O5S

A molecular structure, C37H43CsN8O5S at a distorted geometry (wB97M-V/def2-TZVPD, the OMol25 dataset).

The geometry in ORCA input format:
```
! wB97M-V def2-TZVPD RIJCOSX def2/J DEFGRID3
* xyz -2 1
Cs -0.7468 -0.5726 -0.4289
O 2.5475 4.5134 -2.3977
C 1.5194 3.9415 -2.0063
N 1.0020 2.7838 -2.3867
C 1.1323 2.3031 -3.6292
O 1.0660 2.9095 -4.7016
C 1.2447 0.7826 -3.6997
C 0.8346 0.1230 -4.8581
C 0.9548 -1.2512 -4.9216
C 1.5111 -1.9259 -3.8438
C 1.9121 -1.1780 -2.7522
N 1.7739 0.1436 -2.6642
C 0.8050 4.5890 -0.8112
C 1.4401 5.6489 -0.1596
C 0.8006 6.2711 0.8942
C -0.4656 5.8303 1.2611
C -1.0177 4.7777 0.5491
N -0.4050 4.1604 -0.4569
H 0.4290 0.7172 -5.6641
H 0.6075 -1.7949 -5.7931
H 1.6141 -3.0022 -3.8267
H 2.3617 -1.6663 -1.8913
H 2.4159 5.9424 -0.5187
H 1.2758 7.0917 1.4209
H -1.0135 6.2840 2.0773
H -2.0028 4.4002 0.8063
C -3.0050 -2.0848 -4.2697
C -2.6945 -2.1222 -2.7732
O -1.5185 -1.8210 -2.4404
C -3.7423 -2.4981 -1.9267
C -3.7959 -2.4991 -0.4871
C -5.0266 -3.1316 0.1286
N -2.8808 -1.9651 0.2715
N -3.2132 -1.9841 1.6410
C -2.2899 -1.5182 2.4418
O -1.1111 -1.1041 2.2153
C -2.7571 -1.4746 3.8882
C -4.0687 -1.7673 4.2619
C -4.4633 -1.6726 5.5856
C -3.5547 -1.2922 6.5691
C -2.2445 -1.0134 6.2102
C -1.8538 -1.1054 4.8802
H -2.3411 -1.3652 -4.7466
H -4.0442 -1.8234 -4.4744
H -2.8065 -3.0668 -4.7103
H -4.6564 -2.8085 -2.4207
H -5.6823 -3.5266 -0.6479
H -5.5711 -2.4091 0.7384
H -4.7401 -3.9359 0.8078
H -4.7608 -2.0576 3.4838
H -5.4897 -1.8964 5.8568
H -3.8672 -1.2175 7.6050
H -1.5225 -0.7140 6.9622
H -0.8391 -0.8778 4.5799
O 2.3442 0.1819 2.4099
C 1.5090 0.4892 3.5282
C 1.5731 1.9593 3.9054
C 0.6276 2.8265 3.0731
C -0.8207 2.5222 3.3560
C -1.3809 2.7821 4.6072
C -2.7045 2.4569 4.8351
C -3.4368 1.8812 3.8088
C -2.7990 1.6618 2.5987
N -1.5256 1.9717 2.3705
H 1.8838 0.4433 1.6026
H 1.8804 -0.1315 4.3509
H 0.4874 0.1712 3.2991
H 2.6032 2.3052 3.7823
H 1.3272 2.0634 4.9683
H 0.7888 2.6633 2.0048
H 0.8280 3.8863 3.2566
H -0.7728 3.2278 5.3860
H -3.1560 2.6325 5.8044
H -4.4638 1.5735 3.9456
H -3.3247 1.1819 1.7806
C 5.2287 -3.2810 2.9389
C 4.3467 -2.6335 1.8846
N 2.9558 -3.0372 2.0271
C 2.3530 -3.9289 1.2153
S 3.1789 -4.8056 0.0214
N 1.0312 -4.1167 1.3885
C 0.2155 -3.7320 2.5270
C 0.4034 -4.6504 3.7247
H 6.2673 -2.9639 2.8266
H 5.1880 -4.3667 2.8405
H 4.9017 -3.0150 3.9461
H 4.6778 -2.9189 0.8867
H 4.3666 -1.5465 1.9532
H 2.3554 -2.3411 2.4458
H 0.6264 -4.7056 0.6812
H -0.8174 -3.7396 2.1789
H 0.3859 -2.6885 2.7898
H 0.1213 -5.6768 3.4846
H -0.2233 -4.3024 4.5480
H 1.4423 -4.6553 4.0607
*
```

Summary:
E in eV: -72611.046
ΔE to the lowest compared entry with this formula, charge and spin in kcal/mol: 0.0
Frontier orbital gap in eV: 5.075
Strongest force on any atom in eV/Å: 3.0
HOMO energy in eV: -1.48

Record 2
# C37H43CsN8O5S

A molecular structure, C37H43CsN8O5S at a distorted geometry (wB97M-V/def2-TZVPD, the OMol25 dataset).

The geometry in ORCA input format:
```
! wB97M-V def2-TZVPD RIJCOSX def2/J DEFGRID3
* xyz -2 1
Cs -0.5813 0.7186 -0.9470
O -2.8362 3.9255 3.2387
C -2.2257 3.7698 2.1743
N -2.7156 3.4000 1.0111
C -3.8636 3.6289 0.4060
O -4.5438 4.6611 0.4350
C -4.2644 2.5298 -0.5607
C -5.5451 2.5815 -1.1162
C -5.8831 1.6789 -2.1049
C -4.9406 0.7392 -2.4940
C -3.7205 0.7245 -1.8320
N -3.3881 1.5919 -0.8943
C -0.7114 3.8480 2.2009
C -0.0976 4.2143 3.4023
C 1.2777 4.3069 3.4606
C 2.0051 4.0201 2.3141
C 1.3046 3.6630 1.1703
N -0.0103 3.5873 1.1072
H -6.2317 3.3403 -0.7678
H -6.8604 1.7094 -2.5731
H -5.1480 0.0405 -3.2930
H -2.9743 -0.0155 -2.0820
H -0.7266 4.4137 4.2574
H 1.7803 4.5890 4.3802
H 3.0851 4.0849 2.3016
H 1.8289 3.4230 0.2535
C 0.2435 2.2077 -5.3072
C 0.0824 1.1426 -4.2101
O 0.3807 1.4681 -3.0411
C -0.3966 -0.0838 -4.6658
C -0.7145 -1.2218 -3.8997
C -1.3387 -2.4006 -4.6257
N -0.5236 -1.2682 -2.6155
N -1.0006 -2.4095 -2.0046
C -0.9933 -2.4396 -0.6987
O -0.5691 -1.5578 0.1261
C -1.6478 -3.6690 -0.1800
C -1.8949 -3.8205 1.1853
C -2.5817 -4.9192 1.6621
C -3.0447 -5.8918 0.7888
C -2.7906 -5.7605 -0.5710
C -2.0960 -4.6700 -1.0458
H 0.4111 3.1727 -4.8385
H -0.6452 2.2612 -5.9318
H 1.0988 1.9738 -5.9378
H -0.5884 -0.1650 -5.7300
H -1.3022 -2.2723 -5.7040
H -2.3727 -2.5122 -4.3051
H -0.8173 -3.3119 -4.3433
H -1.5463 -3.0462 1.8528
H -2.7690 -5.0260 2.7246
H -3.6061 -6.7423 1.1573
H -3.1454 -6.5201 -1.2598
H -1.8938 -4.5461 -2.0983
O 1.7558 -1.5547 1.2217
C 1.2718 -1.8072 2.5123
C 2.0088 -0.9586 3.5508
C 1.6756 0.5316 3.3727
C 0.2385 0.7949 3.7215
C -0.1868 0.9679 5.0363
C -1.5450 1.0951 5.2828
C -2.4293 1.0545 4.2182
C -1.9008 0.9277 2.9400
N -0.6097 0.8077 2.7050
H 0.9296 -1.5491 0.6392
H 1.4048 -2.8756 2.7537
H 0.2076 -1.5699 2.5631
H 3.0864 -1.1044 3.4234
H 1.7286 -1.2966 4.5555
H 1.8194 0.7868 2.3211
H 2.3404 1.1387 3.9936
H 0.5313 1.0093 5.8474
H -1.9019 1.2221 6.2988
H -3.4937 1.1448 4.3686
H -2.5345 0.9242 2.0685
C 6.0160 1.4012 -0.4649
C 4.5037 1.3808 -0.2357
N 3.9290 0.1114 -0.6308
C 3.7440 -0.1973 -1.9359
S 4.3416 0.7180 -3.1893
N 3.1149 -1.3536 -2.2359
C 3.2050 -2.5563 -1.4431
C 4.6323 -3.1141 -1.5151
H 6.4260 2.3724 -0.1995
H 6.2059 1.2190 -1.5184
H 6.5163 0.6360 0.1245
H 4.0527 2.1903 -0.8236
H 4.2831 1.5479 0.8219
H 3.2855 -0.3256 0.0227
H 3.0106 -1.4896 -3.2320
H 2.4963 -3.2828 -1.8422
H 2.9155 -2.3584 -0.4104
H 4.8863 -3.3633 -2.5446
H 4.7425 -4.0026 -0.8994
H 5.3482 -2.3676 -1.1767
*
```

Summary:
E in eV: -72610.452
ΔE to the lowest compared entry with this formula, charge and spin in kcal/mol: 13.7
Frontier orbital gap in eV: 4.915
Strongest force on any atom in eV/Å: 4.2
HOMO energy in eV: -1.21

Record 3
# C37H43GaNO2P

A molecular structure, C37H43GaNO2P at a distorted geometry (wB97M-V/def2-TZVPD, the OMol25 dataset).

The geometry in ORCA input format:
```
! wB97M-V def2-TZVPD RIJCOSX def2/J DEFGRID3
* xyz 0 1
O -0.9033 -3.5204 -6.7857
C 0.2274 -4.3674 -7.1877
C -0.2326 -4.5243 -8.6480
H 0.2432 -5.3127 -6.6257
H 1.1777 -3.8259 -7.0796
C -1.4263 -3.6221 -8.1570
H -0.5288 -5.5519 -8.9327
H 0.4229 -4.0356 -9.3942
C -2.7807 -4.3243 -8.1998
H -2.7211 -5.3117 -7.7227
H -3.1262 -4.4559 -9.2386
H -3.5229 -3.7099 -7.6722
C -1.4822 -2.2541 -8.8277
H -0.4953 -1.7728 -8.8009
H -2.2093 -1.6230 -8.2981
H -1.8052 -2.3395 -9.8776
Ga 0.0018 0.4649 0.2627
C 0.6469 2.9195 0.1460
C 1.6773 2.0566 0.6629
C 2.1665 1.2050 -0.3968
H 2.0409 2.0133 1.7038
C 1.4624 1.5924 -1.5860
C 0.5387 2.6359 -1.2544
H -0.1233 3.1728 -1.9745
H 0.0962 3.7006 0.7380
H 2.9776 0.4355 -0.2846
H 1.7074 1.2277 -2.6099
C -1.8924 1.3608 1.5308
C -2.1375 1.9482 0.2506
C -2.3980 0.8746 -0.6559
H -2.1688 3.0515 0.0427
C -2.2960 -0.3842 0.0494
C -1.9820 -0.0864 1.4163
H -1.7847 -0.8348 2.2220
H -1.5724 1.9417 2.4210
H -2.7574 0.9982 -1.6949
H -2.5053 -1.4085 -0.3473
O -0.0144 -0.8390 -1.6420
C -0.6384 -0.6030 -2.9682
C 0.1714 -1.4195 -3.9696
H -0.6419 0.4788 -3.1677
H -1.6724 -0.9759 -2.9100
C 0.6792 -2.5905 -3.1191
H 1.0284 -0.8215 -4.3140
H -0.4153 -1.7320 -4.8449
C 0.9638 -1.9351 -1.7701
H 1.5566 -3.0883 -3.5495
H -0.1270 -3.3330 -3.0167
H 1.9679 -1.4833 -1.7754
H 0.8385 -2.6039 -0.9071
N 0.5415 0.2527 2.1068
P 0.5150 0.9082 3.5985
C 0.3754 2.8164 3.6964
C 1.4694 3.6715 3.4054
C 1.3741 5.0701 3.4315
C 0.1673 5.6922 3.7783
C -0.9255 4.8770 4.0968
C -0.8217 3.4762 4.0564
C -0.7008 0.1843 4.7738
C -2.1095 0.3212 4.6733
C -2.9838 -0.2624 5.5992
C -2.4971 -1.0200 6.6763
C -1.1100 -1.1942 6.7797
C -0.2399 -0.6279 5.8359
C 2.1244 0.7718 4.4000
C 2.2914 1.3866 5.6512
C 3.5179 1.3287 6.3197
C 4.5998 0.6478 5.7442
C 4.4378 0.0356 4.4966
C 3.2093 0.0938 3.8185
H 2.4516 3.2546 3.1622
H 2.2511 5.6896 3.1963
H 0.0861 6.7903 3.8012
H -1.8733 5.3452 4.3917
H -1.7020 2.8889 4.3397
H -2.5700 0.8903 3.8649
H -4.0687 -0.1133 5.4949
H -3.1890 -1.4573 7.4156
H -0.7139 -1.7793 7.6210
H 0.8327 -0.7958 5.9649
H 1.4583 1.9288 6.1116
H 3.6287 1.8157 7.2934
H 5.5645 0.6028 6.2752
H 5.2909 -0.4971 4.0463
H 3.0862 -0.3806 2.8433
*
```

Summary:
E in eV: -106310.338
ΔE to the lowest compared entry with this formula, charge and spin in kcal/mol: 0.0
Frontier orbital gap in eV: 6.591
Strongest force on any atom in eV/Å: 4.6
HOMO energy in eV: -6.34

Record 4
# C37H43N10OSTi

A molecular structure, C37H43N10OSTi at a distorted geometry (wB97M-V/def2-TZVPD, the OMol25 dataset).

The geometry in ORCA input format:
```
! wB97M-V def2-TZVPD RIJCOSX def2/J DEFGRID3
* xyz -1 3
Ti -0.2534 -0.4818 -0.2999
C 1.0674 2.2972 -1.3296
N -0.0799 1.4290 -1.6440
C 0.0935 1.0025 -3.0856
C -1.3651 2.1594 -1.3867
C -1.6673 3.2991 -2.1068
C -2.8542 3.9471 -2.0152
C -3.8167 3.4697 -1.1287
C -3.5500 2.2867 -0.4645
C -2.3222 1.5989 -0.5246
N -2.1169 0.3923 0.0556
C -3.1787 -0.1595 0.8821
C -4.2044 -0.8738 0.2878
C -4.9069 -1.8114 1.0076
C -4.6608 -1.9572 2.3989
C -3.8185 -1.1169 3.0458
C -3.0480 -0.2433 2.2802
N -2.0041 0.5614 2.9030
C -1.3195 -0.0085 4.0783
C -2.2151 2.0086 2.9029
H 0.9716 3.2040 -1.8208
H 1.0525 2.4989 -0.2454
H 1.9676 1.8189 -1.6175
H 0.2314 1.9096 -3.6425
H 0.9976 0.4021 -3.1599
H -0.7733 0.4989 -3.3647
H -0.8814 3.7171 -2.7666
H -3.0431 4.8615 -2.5480
H -4.6977 4.0483 -0.9844
H -4.2394 2.0069 0.3634
H -4.3633 -0.8881 -0.7724
H -5.5086 -2.6191 0.5581
H -5.1874 -2.7213 2.9880
H -3.7102 -1.1597 4.1036
H -1.9372 -0.0592 5.0029
H -0.9344 -1.0199 3.8936
H -0.4844 0.7402 4.2413
H -3.0355 2.2802 3.5692
H -1.3467 2.5246 3.2128
H -2.4742 2.3484 1.9293
C 1.8753 4.2770 2.1978
C 2.6893 3.0518 2.5822
N 3.1937 2.3211 1.4763
C 4.3683 2.9212 0.8150
C 5.7183 2.3175 1.2048
C 2.5410 1.1730 0.9750
S 0.9555 0.7238 1.5718
N 3.2145 0.6043 0.0013
C 2.8045 -0.3343 -0.8659
O 1.6101 -0.8355 -0.8882
C 3.7546 -0.7140 -1.9371
C 3.3239 -1.6716 -2.8192
C 4.1582 -2.1507 -3.8265
C 5.3618 -1.5330 -4.1111
C 5.7368 -0.5292 -3.2590
C 5.0183 -0.1314 -2.1507
H 1.6337 4.8556 3.1116
H 0.9742 3.9581 1.6434
H 2.4913 4.9183 1.5648
H 2.0629 2.5126 3.2581
H 3.5516 3.4922 3.1088
H 4.3148 3.9575 1.2127
H 4.2312 2.9961 -0.2715
H 5.9609 2.3996 2.2746
H 6.5210 2.8756 0.6885
H 5.7954 1.2931 0.9121
H 2.3241 -2.0898 -2.7391
H 3.9134 -3.0166 -4.3893
H 6.0239 -1.8656 -4.9159
H 6.6581 -0.0070 -3.4483
H 5.4748 0.6708 -1.4822
C -2.9269 -5.4159 0.8684
C -1.8882 -4.3551 1.0426
C -0.6649 -4.4883 1.6319
C 0.0286 -3.3018 1.4951
N -0.7352 -2.4586 0.7787
N -1.8929 -3.1212 0.5417
C 1.5226 -2.9916 1.7083
H -2.9573 -6.0965 1.7037
H -2.5888 -6.0704 0.0218
H -3.9093 -5.0928 0.4637
H -0.3631 -5.2964 2.2436
H -2.6427 -2.5273 0.2027
H 1.7896 -3.5601 2.5729
H 1.6332 -1.9317 1.6903
H 2.0302 -3.3360 0.8015
N -1.3355 -1.5764 -1.9691
C -2.0539 -2.1026 -2.7376
C -2.9449 -2.7777 -3.5349
C -3.9390 -3.4223 -2.7581
N -4.7582 -3.7656 -2.0238
C -2.9686 -2.5626 -4.9512
N -3.0732 -2.3814 -6.0837
*
```

Summary:
E in eV: -89968.584
ΔE to the lowest compared entry with this formula, charge and spin in kcal/mol: 0.0
Frontier orbital gap (spin up / spin down) in eV: 4.990 / 7.355
Strongest force on any atom in eV/Å: 2.9
HOMO energy (spin up / spin down) in eV: -2.50 / -4.87